Computed, not measured: C27H40KN3O7PS as an isolated structure, with the ωB97M-V functional and the def2-TZVPD basis.

Results
Highest occupied orbital energy (spin up / spin down): -1.4 / -1.5 eV
Frontier orbital gap (spin up / spin down): 5.52 / 5.54 eV
Expectation value of S²: 0.76
Maximum force: 0.6 eV Å⁻¹
Lowest unoccupied orbital energy (spin up / spin down): 4.09 / 4.07 eV
Spin multiplicity: 2
Total charge: -2

Geometry as XYZ:
```
80
Properties=species:S:1:pos:R:3:mulliken_charge:R:1
K 0.25 -3.23 -0.80 1.05
O -0.45 -4.16 3.93 -0.59
C -0.41 -4.05 2.53 0.55
O 0.69 -3.73 2.03 -0.79
C -1.63 -4.24 1.92 -0.77
O -1.62 -4.28 0.52 -0.31
C -2.90 -4.22 -0.07 -0.27
C -2.85 -3.97 -1.60 0.38
O -3.97 -3.96 -2.14 -0.81
O -1.73 -3.79 -2.12 -0.69
H 0.44 -3.90 4.18 0.36
H -2.16 -2.52 2.47 0.24
H -2.44 -4.75 2.42 0.39
H -3.49 -3.41 0.38 0.15
H -3.45 -5.16 0.11 0.38
O 0.36 -1.04 0.21 0.02
P -0.23 0.33 0.23 -0.21
C -2.00 0.17 -0.21 1.14
C -2.97 1.30 0.15 -1.13
C -3.10 2.37 -0.93 -0.34
C -3.46 1.74 -2.27 -1.23
C -2.44 0.69 -2.67 -0.20
C -2.29 -0.39 -1.60 -1.18
C 0.82 1.35 -0.86 1.79
C 1.12 0.55 -2.15 0.10
C 1.77 1.44 -3.22 -1.24
C 2.62 2.52 -2.56 -0.59
C 1.73 3.49 -1.76 -1.04
C 0.48 2.79 -1.21 -1.02
C -0.28 0.95 1.96 0.60
C 0.70 0.16 2.84 -0.97
C 2.13 0.66 2.72 0.58
C 2.22 2.14 3.07 -1.39
C 1.30 2.97 2.17 0.14
C -0.14 2.46 2.22 -1.51
H -2.20 -0.65 0.50 -0.92
H -2.71 1.75 1.11 0.34
H -3.96 0.84 0.30 0.58
H -2.16 2.93 -1.03 0.07
H -3.87 3.09 -0.63 0.42
H -3.54 2.52 -3.04 0.49
H -4.45 1.27 -2.19 0.42
H -1.47 1.19 -2.85 -0.14
H -2.72 0.22 -3.61 0.41
H -1.54 -1.12 -1.90 0.30
H -3.23 -0.95 -1.55 0.63
H 1.76 1.35 -0.28 -0.25
H 0.20 0.11 -2.55 0.10
H 1.78 -0.27 -1.91 -0.76
H 1.00 1.92 -3.84 0.34
H 2.37 0.82 -3.88 0.62
H 3.21 3.06 -3.30 0.58
H 3.34 2.03 -1.89 0.02
H 1.43 4.33 -2.40 0.46
H 2.31 3.91 -0.93 0.31
H -0.31 2.79 -1.98 0.88
H 0.09 3.35 -0.36 -0.07
H -1.28 0.64 2.27 0.55
H 0.63 -0.90 2.59 -0.12
H 0.36 0.27 3.88 0.62
H 2.51 0.50 1.71 -0.67
H 2.78 0.08 3.38 0.51
H 3.25 2.50 2.97 0.52
H 1.92 2.29 4.11 0.36
H 1.68 2.93 1.15 -0.39
H 1.31 4.02 2.47 0.46
H -0.77 3.03 1.54 0.33
H -0.54 2.64 3.23 0.52
N 3.20 -2.57 0.66 -0.28
C 3.29 -2.49 -0.70 0.68
O 2.71 -3.32 -1.42 -0.84
C 4.08 -1.40 -1.23 0.08
C 4.29 -1.28 -2.61 0.37
N 4.50 -1.14 -3.74 -0.79
C 4.44 -0.33 -0.42 0.13
N 4.69 0.57 0.28 -0.71
H 3.52 -1.77 1.19 0.24
H 2.39 -3.03 1.06 0.33
S -4.21 -1.46 3.23 -0.29
C -2.70 -1.57 2.79 -0.03
```

=====

Computed, not measured: C27H40N5O4S as an isolated structure in a non-equilibrium geometry, with the ωB97M-V functional and the def2-TZVPD basis.

Results
Highest occupied orbital energy: -10.2 eV
Frontier orbital gap: 7.50 eV
Maximum force: 19.1 eV Å⁻¹
Lowest unoccupied orbital energy: -2.68 eV
Total charge: +1

Geometry as XYZ:
```
77
Properties=species:S:1:pos:R:3:mulliken_charge:R:1
C 1.27 -2.10 6.56 -1.63
H 0.35 -2.52 6.79 0.41
H 1.90 -2.17 7.27 0.57
H 1.74 -2.90 5.82 0.27
C 1.43 -0.85 5.89 -0.60
N 0.45 -0.78 4.81 0.27
C 0.85 -0.06 3.71 0.37
C 1.77 0.71 3.58 -0.77
C 2.15 1.38 2.47 -1.19
C 1.68 1.08 1.18 -0.29
C 0.59 -0.10 1.23 0.13
C 0.31 -0.81 2.40 0.56
N -0.37 -1.72 2.06 0.16
C -1.73 -1.54 1.28 1.16
O -1.91 -0.51 0.90 -0.55
C -2.39 -2.67 0.88 -1.78
N -2.67 -2.58 -0.62 0.23
C -1.77 -2.66 -1.58 -1.41
H -1.04 -3.48 -1.43 0.39
H -2.34 -3.15 -2.45 0.37
C -1.18 -1.45 -2.02 0.35
N -2.33 -0.24 -1.52 0.06
C -3.68 -0.77 -1.95 -0.12
H -4.37 0.18 -1.76 0.33
H -3.64 -1.42 -3.04 0.25
C -3.95 -1.87 -1.03 -0.83
H -4.16 -1.33 -0.05 0.33
H -4.84 -2.59 -1.43 0.26
C -1.83 1.12 -2.13 -1.15
C -1.70 1.11 -3.75 0.66
C -2.90 1.07 -4.57 -0.36
C -2.60 1.05 -5.92 -0.28
C -1.48 1.02 -6.52 -0.66
C -0.19 0.93 -5.67 -0.84
C -0.39 0.93 -4.28 -0.85
H 0.22 0.78 -3.71 1.38
H 0.73 0.65 -6.20 0.41
H -1.47 1.23 -7.51 0.51
H -3.61 1.25 -6.53 0.18
H -3.95 1.29 -3.97 0.19
H -2.58 1.93 -1.94 0.47
H -1.01 1.44 -1.61 0.37
H -2.12 -0.19 -0.51 0.41
H -0.15 -1.06 -1.51 -0.28
H -1.09 -1.44 -3.04 0.86
H -1.68 -3.61 0.74 0.28
H -3.18 -2.83 1.33 0.60
H -0.27 -2.50 2.36 0.02
H 0.40 -0.47 0.16 -0.21
S 1.85 1.89 -0.19 1.40
O 1.30 1.01 -1.39 -0.30
O 1.41 3.18 -0.27 -0.76
N 3.56 1.88 -0.61 -0.29
C 4.22 0.85 -0.88 -0.48
H 5.21 0.84 -0.52 0.48
C 4.05 0.77 -2.36 -0.51
O 4.95 1.72 -2.91 -0.34
C 4.17 2.98 -2.47 -0.25
H 3.06 2.91 -2.96 0.13
C 4.03 3.41 -1.12 -0.97
H 5.28 3.21 -0.74 0.21
H 3.52 4.08 -0.79 0.78
H 4.75 3.71 -3.10 0.43
H 3.20 0.61 -2.57 0.17
H 4.90 -0.15 -2.70 0.33
H 3.66 -0.04 -0.44 0.27
H 2.85 2.43 2.50 0.17
H 1.92 1.26 4.50 0.52
C -0.98 -1.02 5.11 -1.43
C -2.14 0.46 4.65 -1.14
H -2.02 0.41 3.52 0.08
H -2.96 0.04 4.84 0.52
H -1.52 0.96 5.23 0.55
H -1.53 -2.22 4.34 0.04
H -1.03 -1.26 5.94 1.34
H 2.22 -0.56 5.54 0.81
H 0.76 -0.18 6.72 0.22
```

=====

Computed, not measured: C27H40N6O2P2Ti as an isolated structure, with the ωB97M-V functional and the def2-TZVPD basis.

Results
Highest occupied orbital energy (spin up / spin down): -19.6 / -19.6 eV
Frontier orbital gap (spin up / spin down): 5.34 / 5.34 eV
Maximum force: 0.6 eV Å⁻¹
Lowest unoccupied orbital energy (spin up / spin down): -14.27 / -14.27 eV
Total charge: +4

Geometry as XYZ:
```
78
Properties=species:S:1:pos:R:3:mulliken_charge:R:1
Ti -0.08 0.09 0.06 -1.82
O 0.83 7.02 -0.33 -0.59
N 0.69 6.64 0.82 1.06
O 0.69 7.32 1.81 -0.54
C 0.49 5.17 1.02 -0.83
C 0.20 4.78 2.28 -0.56
C -0.03 3.40 2.59 0.74
C -0.33 2.94 3.89 -0.53
C -0.52 1.59 4.12 -1.23
C -0.43 0.71 3.05 -0.21
N -0.16 1.12 1.80 0.79
C 0.05 2.46 1.57 -0.35
C 0.36 2.88 0.24 0.47
N 0.43 1.87 -0.71 0.59
C 0.76 2.19 -1.97 -0.28
C 1.02 3.50 -2.35 -1.34
C 0.93 4.51 -1.42 -0.33
C 0.59 4.22 -0.07 0.54
H 0.14 5.53 3.06 0.67
H -0.39 3.65 4.71 0.57
H -0.75 1.22 5.10 0.51
H -0.58 -0.35 3.20 0.61
H 0.82 1.38 -2.68 0.62
H 1.28 3.71 -3.38 0.51
H 1.12 5.54 -1.71 0.73
C 5.01 -1.73 -0.34 -0.87
N 4.17 -1.87 -1.52 0.23
C 3.77 -3.27 -1.70 -0.88
N 3.06 -3.75 -0.52 0.24
C 3.90 -3.61 0.67 -0.94
N 4.29 -2.21 0.84 0.27
C 3.28 -1.35 1.31 -1.09
P 1.91 -1.31 -0.10 2.53
C 3.11 -0.94 -1.61 -0.99
C 1.75 -3.22 -0.38 -0.88
H 5.31 -0.68 -0.20 0.40
H 5.91 -2.33 -0.47 0.30
H 4.67 -3.87 -1.84 0.29
H 3.15 -3.37 -2.59 0.38
H 4.80 -4.21 0.54 0.31
H 3.37 -3.96 1.56 0.40
H 3.62 -0.33 1.45 0.51
H 2.80 -1.73 2.21 0.45
H 3.45 0.09 -1.50 0.49
H 2.53 -1.06 -2.52 0.49
H 1.15 -3.38 -1.28 0.45
H 1.24 -3.64 0.49 0.40
C -3.37 1.52 -1.77 -1.41
C -3.66 0.59 -0.58 0.43
C -3.87 1.35 0.73 -1.45
P -2.40 -0.73 -0.43 0.68
C -2.73 -1.75 1.05 0.35
C -1.48 -2.52 1.47 -1.20
C -3.98 -2.65 0.94 -1.54
C -2.20 -1.57 -2.05 0.59
C -2.02 -3.09 -2.01 -1.66
C -1.02 -0.86 -2.72 -1.22
H -4.17 2.26 -1.83 0.50
H -3.34 1.00 -2.72 0.41
H -2.44 2.08 -1.64 0.19
H -4.56 0.01 -0.81 0.72
H -2.94 1.83 1.08 0.24
H -4.26 0.73 1.52 0.40
H -4.59 2.15 0.56 0.46
H -2.93 -0.98 1.81 0.50
H -1.28 -3.37 0.82 0.35
H -1.58 -2.90 2.49 0.56
H -0.55 -1.90 1.48 -0.04
H -3.76 -3.56 0.38 0.38
H -4.82 -2.14 0.48 0.42
H -4.29 -2.95 1.94 0.44
H -3.11 -1.33 -2.60 0.81
H -1.18 -3.40 -1.39 0.19
H -1.83 -3.44 -3.03 0.49
H -2.92 -3.60 -1.66 0.35
H -0.08 -1.01 -2.15 -0.08
H -1.21 0.21 -2.85 0.21
H -0.80 -1.28 -3.70 0.66
```

=====

Computed, not measured: C27H40NOPt as an isolated structure in a non-equilibrium geometry, with the ωB97M-V functional and the def2-TZVPD basis.

Results
Highest occupied orbital energy (spin up / spin down): -7.8 / -11.2 eV
Frontier orbital gap (spin up / spin down): 5.76 / 5.37 eV
Expectation value of S²: 6.02
Maximum force: 3.4 eV Å⁻¹
Lowest unoccupied orbital energy (spin up / spin down): -2.03 / -5.82 eV
Spin multiplicity: 5
Total charge: +1

Geometry as XYZ:
```
70
Properties=species:S:1:pos:R:3:mulliken_charge:R:1
C 0.85 -2.40 -0.09 1.11
C 1.80 -1.73 -0.90 1.23
C 1.30 -1.59 -2.20 -0.08
C -0.11 -2.03 -2.21 1.40
C -0.36 -2.60 -0.85 -0.38
Pt -1.09 -0.47 -1.22 1.10
C -2.93 0.73 -1.05 1.33
C -2.48 0.37 0.26 -1.05
H -2.25 1.14 0.99 0.50
C -2.28 -1.01 0.52 -1.23
H -3.09 -1.69 0.26 0.56
H -1.67 -1.31 1.37 0.27
C -2.94 2.20 -1.38 -1.27
H -2.23 2.74 -0.75 0.34
H -2.68 2.38 -2.43 0.28
H -3.94 2.63 -1.21 0.42
C -3.95 -0.10 -1.79 -1.25
H -3.84 -1.17 -1.58 0.22
H -4.98 0.20 -1.53 0.38
H -3.82 0.03 -2.87 0.29
C 3.15 -1.28 -0.45 -1.58
H 3.14 -1.01 0.61 0.14
H 3.89 -2.08 -0.60 0.35
H 3.48 -0.40 -1.01 0.35
C 2.04 -1.13 -3.39 -1.81
H 2.51 -0.15 -3.22 0.28
H 2.84 -1.84 -3.66 0.45
H 1.37 -1.04 -4.26 0.37
C -0.85 -2.51 -3.42 -1.57
H -0.82 -1.74 -4.19 0.41
H -0.41 -3.43 -3.82 0.35
H -1.90 -2.68 -3.16 0.32
C -1.38 -3.64 -0.57 -1.47
H -2.31 -3.45 -1.11 0.34
H -1.01 -4.64 -0.85 0.34
H -1.63 -3.66 0.50 0.42
C 1.10 -2.97 1.25 -1.65
H 0.17 -3.27 1.75 0.36
H 1.75 -3.86 1.17 0.37
H 1.61 -2.25 1.91 0.17
C -0.25 1.07 -2.33 0.61
C 0.52 1.98 -1.62 -0.17
C -0.47 1.24 -3.70 -0.10
C 1.01 3.13 -2.26 -0.67
H 0.73 1.76 -0.58 0.19
C 0.04 2.38 -4.34 -0.73
H -1.04 0.49 -4.24 0.25
C 0.75 3.33 -3.62 -0.64
H 1.58 3.86 -1.67 0.43
H -0.15 2.52 -5.41 0.43
H 1.13 4.23 -4.11 0.37
O 0.86 0.34 1.29 -0.28
C 0.92 0.55 2.52 -0.06
C 2.24 0.69 3.26 -0.47
C 2.41 2.03 3.97 -0.91
C 1.70 2.12 5.33 -0.68
C 0.18 2.04 5.25 -0.68
C -0.31 0.70 4.70 -0.79
N -0.23 0.64 3.24 0.10
H 2.33 -0.15 3.96 0.46
H 3.03 0.58 2.51 0.21
H 3.48 2.19 4.14 0.42
H 2.06 2.84 3.31 0.33
H 2.08 1.31 5.98 0.29
H 1.98 3.06 5.81 0.35
H -0.23 2.16 6.26 0.36
H -0.22 2.85 4.64 0.31
H 0.27 -0.13 5.14 0.34
H -1.36 0.55 4.99 0.48
H -1.07 0.38 2.72 0.12
```

=====

Question: Number 4 is which compound?
Answer: C27H40NOPt

=====

Question: Which of these has the highest maximum force?
Answer: C27H40N5O4S

=====

Question: Which of these has the highest total charge?
Answer: C27H40N6O2P2Ti